Entry 1:
Entry from the Open Molecules 2025 dataset: a structure of composition C30H24ClIIrNO4Si (ωB97M-V/def2-TZVPD).

Properties
DFT total energy = -72519.69482 eV
largest force on an atom = 3.33 eV Å⁻¹

Positions of all 63 atoms, in Å:
Ir (-0.62023, 0.70340, -1.24650)
Cl (0.73643, -0.90995, -7.83422)
C (-0.03788, -0.72674, -6.31299)
C (-1.27488, -1.32757, -6.12332)
C (-1.91330, -1.20926, -4.91382)
I (-3.73617, -2.14795, -4.50772)
C (-1.34593, -0.48364, -3.83454)
O (-1.91138, -0.43712, -2.69449)
C (-0.09904, 0.17090, -4.06951)
N (0.37638, 0.94417, -3.04176)
C (1.55246, 1.59293, -3.24367)
C (2.30723, 1.43953, -4.37716)
C (1.84260, 0.65351, -5.42920)
C (0.59103, 0.03081, -5.29533)
H (-1.73058, -1.88994, -6.92225)
H (1.86041, 2.27509, -2.46490)
H (3.24403, 1.96670, -4.45952)
H (2.41088, 0.53856, -6.33692)
C (-5.11923, 0.30698, 4.01715)
O (-4.01085, 1.04928, 4.47624)
C (-3.00923, 1.32264, 3.60897)
C (-1.93861, 2.08204, 4.11736)
C (-0.91032, 2.46533, 3.29902)
C (-0.86815, 2.13792, 1.93592)
C (0.14414, 2.64032, 1.04004)
C (1.46431, 3.15907, 1.56530)
O (0.02623, 2.61160, -0.20938)
C (-1.91516, 1.28661, 1.43141)
O (-1.96286, 0.79453, 0.24799)
C (-2.96961, 0.91917, 2.29521)
H (-5.80242, 0.24790, 4.86220)
H (-4.82433, -0.70111, 3.71431)
H (-5.61824, 0.80729, 3.18320)
H (-1.95947, 2.36829, 5.15485)
H (-0.12248, 3.06679, 3.71972)
H (1.40076, 3.60744, 2.54977)
H (1.86220, 3.88950, 0.86079)
H (2.15479, 2.31378, 1.61023)
H (-3.72756, 0.29187, 1.85501)
C (-1.23939, -2.68264, 3.67725)
C (-1.38832, -3.50492, 2.57226)
C (-0.88789, -3.11733, 1.34164)
C (-0.19701, -1.91802, 1.19521)
C (-0.02324, -1.12187, 2.32526)
C (-0.55363, -1.48603, 3.54791)
Si (0.47856, -1.31391, -0.48127)
C (2.34217, -0.97092, -0.18739)
C (3.17671, -2.01317, 0.20259)
C (4.53061, -1.80672, 0.40418)
C (5.08093, -0.55056, 0.20566)
C (4.26068, 0.49905, -0.16929)
C (2.90500, 0.28974, -0.35177)
H (-1.64700, -2.97608, 4.63430)
H (-1.90014, -4.45085, 2.67465)
H (-1.03156, -3.75267, 0.47930)
H (0.53583, -0.20035, 2.23685)
H (-0.43315, -0.83500, 4.40082)
H (0.44496, -2.51481, -1.37788)
H (2.75414, -2.99769, 0.34812)
H (5.16271, -2.62669, 0.71357)
H (6.14216, -0.39470, 0.34244)
H (4.67750, 1.48312, -0.32670)
H (2.26337, 1.11233, -0.63522)

Partial atomic charges computed with the Löwdin method, in multiples of e:
1. Ir 1.19
2. Cl 0.70
3. C -0.63
4. C -0.17
5. C -0.64
6. I 0.92
7. C -0.47
8. O -0.21
9. C -0.15
10. N -0.06
11. C -0.10
12. C -0.04
13. C 0.01
14. C -0.18
15. H 0.10
16. H 0.11
17. H 0.11
18. H 0.09
19. C -0.07
20. O -0.06
21. C -0.27
22. C -0.01
23. C -0.03
24. C -0.12
25. C -0.36
26. C 0.01
27. O -0.10
28. C -0.34
29. O -0.21
30. C 0.06
31. H 0.09
32. H 0.10
33. H 0.10
34. H 0.12
35. H 0.10
36. H 0.07
37. H 0.09
38. H 0.09
39. H 0.12
40. C -0.09
41. C -0.09
42. C -0.11
43. C -0.31
44. C -0.11
45. C -0.08
46. Si 0.70
47. C -0.31
48. C -0.10
49. C -0.09
50. C -0.09
51. C -0.09
52. C -0.14
53. H 0.10
54. H 0.10
55. H 0.09
56. H 0.10
57. H 0.10
58. H -0.01
59. H 0.10
60. H 0.10
61. H 0.10
62. H 0.10
63. H 0.05



Entry 2:
Entry from the Open Molecules 2025 dataset: a structure of composition C30H24GeS2W (ωB97M-V/def2-TZVPD).

Properties
DFT total energy = -111510.70523 eV
largest force on an atom = 0.44 eV Å⁻¹
total charge = -2

Positions of all 58 atoms, in Å:
W (0.42651, 0.03684, 1.10751)
C (-0.05940, 2.11405, 2.52615)
C (0.34803, 0.97214, 3.28542)
C (-0.82628, 0.30175, 3.71491)
C (-1.92778, 0.99764, 3.21790)
C (-1.45556, 2.10134, 2.47319)
H (0.61414, 2.84102, 2.09919)
H (1.36336, 0.73998, 3.58821)
H (-0.84811, -0.62861, 4.26369)
H (-2.95721, 0.67244, 3.27006)
H (-2.06724, 2.77018, 1.88387)
S (-1.37222, -0.21783, -0.42717)
C (-1.54555, -1.96028, -0.77323)
C (-2.49174, -2.41107, -1.69131)
C (-2.64388, -3.76258, -1.97322)
C (-1.82497, -4.68897, -1.32586)
C (-0.87363, -4.25098, -0.41744)
C (-0.70931, -2.89328, -0.12430)
S (0.53781, -2.35606, 1.01413)
H (-3.11852, -1.67580, -2.18774)
H (-3.39256, -4.09075, -2.68696)
H (-1.92553, -5.74906, -1.53743)
H (-0.22361, -4.96292, 0.08195)
C (1.91808, 0.52839, 0.22565)
Ge (2.63030, 0.75759, -1.48154)
C (4.55522, 1.26218, -1.46414)
C (5.19874, 1.45180, -0.24311)
C (6.52719, 1.85842, -0.18505)
C (7.23844, 2.08193, -1.35601)
C (6.61214, 1.90445, -2.58366)
C (5.28289, 1.50456, -2.63116)
C (1.84804, 2.25108, -2.52386)
C (2.07890, 3.57217, -2.13973)
C (1.51250, 4.63387, -2.83018)
C (0.69425, 4.39102, -3.92710)
C (0.44983, 3.08368, -4.32128)
C (1.02377, 2.02620, -3.62424)
C (2.44124, -0.85643, -2.61339)
C (3.47750, -1.38979, -3.38079)
C (3.30434, -2.56732, -4.10025)
C (2.08863, -3.23709, -4.05430)
C (1.05105, -2.72688, -3.28563)
C (1.22968, -1.54672, -2.57512)
H (4.63369, 1.26824, 0.66602)
H (7.00989, 2.00152, 0.77575)
H (8.27523, 2.39762, -1.31340)
H (7.16110, 2.08550, -3.50181)
H (4.79462, 1.39621, -3.59474)
H (2.70920, 3.77013, -1.27838)
H (1.70032, 5.65340, -2.51074)
H (0.24324, 5.21764, -4.46508)
H (-0.19707, 2.88625, -5.16911)
H (0.81894, 1.00703, -3.93378)
H (4.44293, -0.89734, -3.40179)
H (4.12591, -2.97206, -4.68290)
H (1.95711, -4.16540, -4.60012)
H (0.10772, -3.25648, -3.20642)
H (0.42341, -1.17734, -1.95031)

Partial atomic charges computed with the Löwdin method, in multiples of e:
1. W 0.63
2. C -0.27
3. C -0.35
4. C -0.21
5. C -0.19
6. C -0.19
7. H 0.08
8. H 0.08
9. H 0.08
10. H 0.07
11. H 0.08
12. S 0.47
13. C -0.70
14. C -0.16
15. C -0.16
16. C -0.16
17. C -0.17
18. C -0.71
19. S 0.45
20. H 0.08
21. H 0.07
22. H 0.07
23. H 0.08
24. C -0.56
25. Ge 0.82
26. C -0.27
27. C -0.11
28. C -0.11
29. C -0.13
30. C -0.12
31. C -0.13
32. C -0.25
33. C -0.11
34. C -0.12
35. C -0.13
36. C -0.11
37. C -0.10
38. C -0.25
39. C -0.12
40. C -0.12
41. C -0.12
42. C -0.07
43. C -0.11
44. H 0.08
45. H 0.09
46. H 0.08
47. H 0.09
48. H 0.10
49. H 0.10
50. H 0.09
51. H 0.08
52. H 0.09
53. H 0.09
54. H 0.07
55. H 0.08
56. H 0.08
57. H 0.09
58. H 0.03



Entry 3:
Entry from the Open Molecules 2025 dataset: a structure of composition C30H25AsN2OS4Sr (ωB97M-V/def2-TZVPD).

Properties
DFT total energy = -141555.88108 eV
largest force on an atom = 8.60 eV Å⁻¹
total charge = -2

Positions of all 64 atoms, in Å:
Sr (0.05739, -0.51276, -0.55465)
S (1.92338, -1.52357, -2.28133)
C (1.58697, -1.95912, -3.93355)
C (1.80937, -3.23443, -4.49078)
C (1.29924, -3.54983, -5.72782)
C (0.51242, -2.63657, -6.43895)
C (0.26165, -1.39008, -5.90298)
C (0.89350, -0.99104, -4.70392)
As (-0.03952, 0.07953, -3.25415)
C (-1.15557, -1.32428, -2.22407)
C (-2.06882, -0.39755, -1.54172)
C (-3.37806, -0.69970, -1.37579)
C (-3.79835, -1.99801, -1.75008)
C (-2.91698, -2.92514, -2.24361)
C (-1.56620, -2.59140, -2.53696)
C (-1.51679, 1.00461, -4.45905)
C (-1.00260, 1.95216, -5.34951)
C (-1.71560, 2.32217, -6.47864)
C (-2.92802, 1.70935, -6.77882)
C (-3.38523, 0.69000, -5.95790)
C (-2.66322, 0.30865, -4.83194)
H (2.31532, -3.98244, -3.89373)
H (1.47393, -4.53758, -6.14015)
H (0.05715, -2.92667, -7.37698)
H (-0.41190, -0.70994, -6.40957)
H (-1.55437, 0.59644, -1.40752)
H (-4.06986, 0.09732, -1.13544)
H (-4.85173, -2.24814, -1.70527)
H (-3.28830, -3.90238, -2.52834)
H (-0.92566, -3.21500, -3.14680)
H (-0.02910, 2.38556, -5.16001)
H (-1.29580, 3.05184, -7.16058)
H (-3.47534, 1.98320, -7.67189)
H (-4.29130, 0.15422, -6.21592)
H (-2.97544, -0.56080, -4.27140)
S (2.26226, -1.01649, 1.15534)
C (1.72224, -1.50514, 2.73361)
C (2.66905, -1.76445, 3.73872)
C (2.31457, -2.13074, 5.02762)
C (0.97409, -2.25080, 5.36033)
C (0.01199, -2.00797, 4.39082)
C (0.33712, -1.64794, 3.07709)
S (-0.94134, -1.41421, 1.91198)
H (3.71750, -1.66791, 3.47441)
H (3.08388, -2.31016, 5.77344)
H (0.67734, -2.52707, 6.36788)
H (-1.04080, -2.10498, 4.63836)
N (-1.39957, 2.47377, 2.76545)
C (-0.05584, 2.55039, 3.21711)
C (1.00678, 2.07285, 2.46316)
C (2.30297, 2.16677, 2.94589)
C (2.57064, 2.81145, 4.14582)
C (1.51255, 3.33638, 4.88046)
C (0.21073, 3.18920, 4.42838)
H (-1.95288, 1.93431, 3.42028)
H (-1.44182, 1.96289, 1.89252)
H (0.85780, 1.58632, 1.50915)
H (3.08722, 1.66173, 2.39471)
H (3.58788, 2.89310, 4.51072)
H (1.70128, 3.87163, 5.80532)
H (-0.62121, 3.57251, 5.01040)
O (-1.87019, 2.45490, -2.33377)
S (-0.42692, 2.77066, -1.85522)
N (0.47228, 1.24150, -1.88179)

Partial atomic charges computed with the Löwdin method, in multiples of e:
1. Sr 0.79
2. S 0.55
3. C -0.73
4. C -0.13
5. C -0.12
6. C -0.13
7. C -0.11
8. C -0.29
9. As 1.16
10. C -0.52
11. C -0.30
12. C -0.05
13. C -0.08
14. C -0.08
15. C -0.06
16. C -0.26
17. C -0.12
18. C -0.10
19. C -0.12
20. C -0.11
21. C -0.10
22. H 0.10
23. H 0.09
24. H 0.09
25. H 0.09
26. H 0.02
27. H 0.12
28. H 0.10
29. H 0.10
30. H 0.11
31. H 0.10
32. H 0.09
33. H 0.08
34. H 0.09
35. H 0.09
36. S 0.41
37. C -0.75
38. C -0.17
39. C -0.16
40. C -0.16
41. C -0.18
42. C -0.76
43. S 0.38
44. H 0.08
45. H 0.07
46. H 0.07
47. H 0.07
48. N 0.08
49. C -0.32
50. C -0.04
51. C -0.09
52. C -0.12
53. C -0.13
54. C -0.07
55. H 0.08
56. H 0.05
57. H 0.06
58. H 0.08
59. H 0.08
60. H 0.08
61. H 0.10
62. O -0.81
63. S 0.54
64. N -0.84



Entry 4:
Entry from the Open Molecules 2025 dataset: a structure of composition C30H25BrCoN2O2 (ωB97M-V/def2-TZVPD).

Properties
expectation value of S² = 0.778
DFT total energy = -146261.76494 eV
largest force on an atom = 0.60 eV Å⁻¹
multiplicity = 2

Positions of all 61 atoms, in Å:
Co (-0.20433, 0.66630, 0.72598)
C (-2.61361, 2.44981, 2.49182)
C (-1.44763, 1.51115, 2.60038)
C (-0.12088, 1.98938, 2.63507)
C (0.96266, 1.12247, 2.81101)
C (2.36617, 1.64472, 2.87428)
C (0.70597, -0.25150, 2.91502)
C (-0.59622, -0.75054, 2.90572)
C (-0.86451, -2.21316, 3.09605)
C (-1.66114, 0.13734, 2.73252)
H (-2.99394, 2.67196, 3.49148)
H (-3.42206, 2.00629, 1.91350)
H (-2.33281, 3.38564, 2.02106)
H (0.07392, 3.04787, 2.51173)
H (2.68745, 1.71276, 3.91647)
H (2.43436, 2.63572, 2.42885)
H (3.03744, 0.97224, 2.34802)
H (1.54199, -0.92994, 2.99238)
H (-1.35338, -2.37544, 4.05608)
H (0.05569, -2.79065, 3.07971)
H (-1.52189, -2.59783, 2.31832)
H (-2.67365, -0.24522, 2.69169)
C (-1.79568, 3.94006, -1.41101)
C (-2.61299, 3.28782, -2.32379)
C (-2.70175, 1.90852, -2.29986)
C (-1.98071, 1.18468, -1.35229)
C (-1.16426, 1.82944, -0.40866)
C (-1.07782, 3.21698, -0.46911)
C (-1.93803, -0.28436, -1.31982)
C (-2.76010, -1.10623, -2.13258)
C (-2.63737, -2.45759, -2.05247)
C (-1.65517, -3.02762, -1.20626)
C (-1.43219, -4.42070, -1.13213)
C (-0.42295, -4.91866, -0.35858)
C (0.40859, -4.03803, 0.36199)
C (0.19979, -2.68701, 0.33208)
C (-0.85246, -2.15288, -0.44216)
N (-1.05331, -0.79656, -0.47190)
H (-1.70750, 5.01715, -1.44432)
H (-3.16164, 3.85135, -3.06241)
H (-3.31570, 1.40899, -3.03473)
H (-0.43116, 3.75083, 0.21260)
H (-3.48174, -0.65551, -2.79465)
H (-3.26736, -3.10734, -2.64576)
H (-2.06244, -5.07964, -1.71364)
H (-0.24581, -5.98363, -0.31274)
H (1.23915, -4.43415, 0.92910)
H (0.87748, -2.01244, 0.83420)
Br (3.11704, 1.82704, -5.36253)
C (3.67562, 0.91237, -3.80087)
C (4.92125, 0.30449, -3.77233)
N (5.37072, -0.35351, -2.71382)
C (4.57781, -0.43191, -1.65388)
C (3.32044, 0.15449, -1.58580)
C (2.85614, 0.85351, -2.69106)
C (2.46939, 0.01922, -0.34756)
O (2.74337, -0.86616, 0.46395)
O (1.51012, 0.84531, -0.27563)
H (5.57276, 0.35306, -4.63330)
H (4.94806, -0.98714, -0.80437)
H (1.89080, 1.33639, -2.66107)

Partial atomic charges computed with the Löwdin method, in multiples of e:
1. Co 0.50
2. C -0.03
3. C -0.28
4. C -0.03
5. C -0.27
6. C -0.02
7. C -0.01
8. C -0.26
9. C -0.03
10. C -0.02
11. H 0.09
12. H 0.09
13. H 0.07
14. H 0.13
15. H 0.09
16. H 0.09
17. H 0.08
18. H 0.13
19. H 0.09
20. H 0.08
21. H 0.08
22. H 0.14
23. C -0.08
24. C -0.09
25. C -0.03
26. C -0.16
27. C -0.11
28. C -0.09
29. C -0.18
30. C 0.01
31. C 0.01
32. C -0.15
33. C -0.03
34. C -0.07
35. C -0.06
36. C -0.04
37. C -0.17
38. N 0.13
39. H 0.10
40. H 0.10
41. H 0.10
42. H 0.10
43. H 0.10
44. H 0.12
45. H 0.11
46. H 0.10
47. H 0.11
48. H 0.08
49. Br 0.72
50. C -0.67
51. C -0.20
52. N 0.07
53. C -0.08
54. C -0.10
55. C -0.05
56. C -0.60
57. O 0.01
58. O -0.06
59. H 0.10
60. H 0.12
61. H 0.11